A cluster of 6 separate species, C5H24N2O6 in total at a distorted geometry. Source: OMol25; level of theory: wB97M-V/def2-TZVPD.

As for the relative energy (zero: lowest compared OMol25 entry of this formula, charge and spin): 4.886 eV. The SMILES is CN(C)C[C@H](N)CO.O.O.O.O.O. The lowest unoccupied orbital energy is 0.00 eV. The calculation puts the maximum force at 5.166 eV/A.

Last column: Mulliken charge in e.
CARTESIAN COORDINATES (ANGSTROEM)
C -1.70076 0.83134 -1.52402  -0.948
N -0.36377 0.27710 -1.54961  0.403
C 0.53099 0.96262 -2.38213  -0.964
C 0.23578 -0.02446 -0.18400  -1.697
C 0.29126 -1.52131 0.07721  1.324
N 0.68409 -1.69716 1.50452  -0.399
C 1.25083 -2.38969 -0.79853  -0.947
O 2.31573 -1.52194 -1.28680  -0.495
H -2.10726 0.74917 -2.52948  0.465
H -2.35077 0.19251 -0.93364  0.329
H -1.70851 1.90020 -1.33214  -0.056
H 0.48315 0.88463 -3.44550  0.481
H 0.50977 2.03982 -2.30495  0.121
H 1.56005 0.90938 -2.02425  0.324
H -0.47169 0.30879 0.55002  0.755
H 1.29202 0.37591 -0.12133  0.492
H -0.79254 -1.84340 -0.10406  -0.608
H 1.37252 -2.41546 1.60851  0.231
H 1.01545 -0.82606 1.91899  0.104
H 1.73135 -3.13918 -0.22173  0.547
H 0.69105 -2.65041 -1.68663  0.282
H 3.11379 -1.96235 -1.04836  0.282
O 1.63785 0.24589 3.35047  -0.651
H 1.58669 0.29896 4.31726  0.341
H 0.86607 0.84861 3.24166  0.200
O -1.06245 0.33198 3.41105  -0.596
H -1.03812 1.27472 3.38087  0.320
H -1.49907 -0.31102 2.95709  0.261
O -2.25115 -3.69421 0.87503  -0.640
H -1.35027 -3.91686 0.85387  0.332
H -2.55117 -3.07003 0.25391  0.303
O 0.21074 2.44084 0.40795  -0.546
H 0.18347 2.87135 1.20934  0.233
H 0.91110 2.60287 -0.24002  0.298
O -1.06733 3.77593 -2.36846  -0.603
H -0.33929 3.55795 -1.83609  0.291
H -1.81961 3.30297 -1.99599  0.431

Cartesian forces, eV/Å:
0.2822 -0.7633 -1.0889
0.2666 -1.1022 1.7729
1.9620 1.8512 0.3188
0.4248 -1.0152 -2.1332
-0.1533 -1.2728 0.7356
-1.1080 0.6163 -0.8471
-0.7528 3.4506 -0.9540
-0.7610 -0.1329 0.1525
-0.0640 -0.0664 -0.3318
-0.0677 0.4113 0.5304
-0.2559 -0.3187 1.0645
-0.2426 -1.0271 -0.7997
-0.8468 1.0471 0.2426
0.1401 -1.2825 -0.4601
0.2163 0.6197 0.5465
-1.4834 -0.2502 0.2640
1.3788 -0.0696 0.2983
0.3366 -0.1092 0.1895
-0.0100 -0.6612 -0.0153
-0.2263 -1.2419 0.2764
0.0272 -0.9382 -0.0856
1.0369 -0.1781 0.0761
-0.5514 1.7210 1.0051
0.6878 -0.7431 0.0319
0.6234 -0.9416 -0.8342
3.1252 1.6432 3.7708
-1.4867 0.2308 -1.0644
-2.2157 -1.5863 -2.6465
-2.1188 -1.2685 1.9143
1.7200 0.2144 -0.5571
0.2709 0.9994 -1.2820
-0.8667 -1.4229 -3.1168
0.8745 2.0704 2.1565
0.0850 0.5053 1.1606
-1.7011 1.0750 -1.3968
1.2474 -0.4051 1.2129
0.2063 0.3412 -0.1065


A cluster of 6 separate species, C5H24N2O6 in total at a distorted geometry. Source: OMol25; level of theory: wB97M-V/def2-TZVPD.

As for the relative energy (zero: lowest compared OMol25 entry of this formula, charge and spin): 1.557 eV. The SMILES is NCNCCCCO.O.O.O.O.O. The lowest unoccupied orbital energy is 0.55 eV. The calculation puts the maximum force at 1.828 eV/A.

Last column: Mulliken charge in e.
CARTESIAN COORDINATES (ANGSTROEM)
N 1.29161 -1.49678 -2.88706  -0.631
C 0.77169 -2.07185 -1.64704  -0.824
N 0.54521 -1.11132 -0.58243  0.217
C 1.56597 -0.99596 0.49114  -0.935
C 2.11880 0.43108 0.62326  -0.501
C 1.99418 0.98020 2.02894  -0.729
C 0.62542 1.57521 2.31128  -0.493
O -0.50188 0.73382 2.09043  -0.604
H 0.91788 -0.56972 -3.04711  0.300
H 2.28072 -1.30453 -2.75685  0.264
H 1.46807 -2.85505 -1.34898  0.455
H -0.16947 -2.60166 -1.82312  0.354
H 0.24397 -0.20399 -0.89870  -0.062
H 2.32022 -1.71226 0.16468  0.540
H 1.15876 -1.40151 1.42004  0.213
H 3.15487 0.34879 0.27074  0.370
H 1.75211 1.08055 -0.16920  0.264
H 2.77584 1.71228 2.27767  0.408
H 2.45397 0.26716 2.72621  0.331
H 0.59097 1.92960 3.33808  0.375
H 0.55210 2.45202 1.65862  0.267
H -0.35204 0.28710 1.26280  0.428
O -1.64889 -1.79793 2.32290  -0.603
H -1.09884 -2.34716 2.88889  0.253
H -1.41310 -0.90694 2.64520  0.367
O -2.14830 0.28207 -1.16577  -0.540
H -2.69260 -0.40878 -0.76231  0.268
H -1.56095 -0.12608 -1.80363  0.298
O -3.69206 -1.77486 0.48068  -0.699
H -3.67855 -1.17562 1.23216  0.334
H -2.84977 -2.24101 0.51822  0.324
O -2.27358 2.87597 -1.71005  -0.787
H -2.38447 2.58081 -2.62074  0.338
H -2.46581 2.07564 -1.18739  0.399
O 0.25651 2.12217 -2.21898  -0.648
H -0.65116 2.41526 -1.92717  0.394
H 0.74261 2.95327 -2.19539  0.296

Cartesian forces, eV/Å:
0.4127 -0.1047 -0.0100
-0.4015 0.4920 -0.2339
0.2699 -0.3553 1.2358
-0.8159 -0.4914 -1.5605
1.1487 -0.6899 -0.4486
1.3857 0.0619 0.3095
0.4393 0.3352 0.2409
0.3465 0.2045 0.6645
-0.4257 0.0505 -0.0523
0.0508 -0.1864 -0.0567
0.0457 0.1140 0.3427
-0.0185 0.1432 -0.4205
0.1366 0.0480 -0.2964
0.5152 0.1524 0.4000
0.0092 0.2927 0.1914
0.1998 0.1667 0.6556
-0.8084 0.1959 0.2157
-0.4830 0.8424 -0.7763
-1.2308 -0.7501 0.1587
-0.2474 -0.0450 0.1096
-0.1596 0.0414 0.0263
-0.2092 -0.3976 -0.7432
0.3152 0.3240 0.6058
-0.0802 -0.3231 -0.0724
-0.0721 -0.0549 -0.3785
-0.2151 0.2134 0.1692
-0.0581 -0.3137 0.0287
-0.0896 -0.2358 -0.0368
-0.1746 0.2675 -0.7819
0.1488 -0.2173 0.1821
0.0317 0.0523 0.4276
-0.0519 0.2027 0.0625
-0.3006 0.0590 0.0096
-0.0035 0.0171 -0.2402
-0.4678 0.2245 0.3059
0.6712 -0.1997 -0.1340
0.1864 -0.1367 -0.0996


A structure of composition C5H24NO7 at a distorted geometry. Source: OMol25; level of theory: wB97M-V/def2-TZVPD.

Its net charge is -1. As for the relative energy (zero: lowest compared OMol25 entry of this formula, charge and spin): 6.156 eV. The lowest unoccupied orbital energy is 2.93 eV. The calculation puts the maximum force at 10.985 eV/A.

Last column: Mulliken charge in e.
CARTESIAN COORDINATES (ANGSTROEM)
C 1.53609 -0.34754 1.97005  -0.844
N 1.90706 0.20686 0.60423  0.115
C 3.14085 -0.22644 -0.01233  -1.216
C 2.96938 2.60048 0.75199  -1.386
C 1.60558 1.63265 0.36292  0.232
C 0.24677 1.97296 0.95086  0.963
O -0.40406 2.65581 -0.02097  -0.646
H 1.48244 0.49032 2.68235  0.303
H 2.29930 -1.02084 2.31008  0.444
H 0.45636 -0.67830 1.82659  0.024
H 4.04129 0.26796 0.22105  0.401
H 3.24279 -1.16417 0.41739  0.465
H 2.90638 -0.20389 -1.13008  0.244
H 3.79193 2.01735 1.21351  0.349
H 3.33465 3.07336 -0.15674  0.313
H 2.66658 3.16031 1.61905  0.427
H 1.42014 1.61692 -0.71624  0.408
H -0.59532 1.20900 1.18686  -1.011
H 0.15928 2.61343 1.86153  0.304
H -2.25094 0.88680 0.07595  0.015
H -0.90286 2.07463 -0.82814  0.368
O -2.91434 0.30585 -0.06817  -0.881
H -2.43424 -0.73922 -3.24624  0.399
H -1.05243 -1.12013 -3.27226  0.307
O -1.65009 -0.58840 -3.80948  -0.706
H -1.49409 -0.21830 1.90671  0.001
H -2.73489 -0.49706 1.08489  0.594
O -2.12796 -0.75976 1.94391  -0.870
H -2.93935 -0.55478 -0.91521  0.576
H -4.22615 -1.00653 -1.36569  0.233
O -3.38968 -1.33286 -1.70303  -0.988
H -2.42423 -2.20946 -0.46244  0.368
H -1.76167 -1.92988 0.79472  0.522
O -1.66912 -2.64747 0.16113  -0.939
H -0.06481 -3.40113 -2.49330  0.257
H -1.24098 -2.99403 -1.41604  0.505
O -0.92968 -3.14449 -2.32943  -0.646

Cartesian forces, eV/Å:
-1.2860 2.1292 -1.9998
-0.1058 0.6821 1.3101
-2.7147 0.3120 -1.4367
-2.0362 -2.2157 0.2066
2.5743 -1.9573 1.0717
-2.1757 -0.9394 1.2530
-3.9173 1.2502 -5.5617
0.1979 -0.2150 0.1184
-0.1716 -0.7940 0.1186
1.7337 -0.5547 0.7261
1.1316 1.2695 0.1981
0.5535 -2.4254 -0.1954
0.9388 -0.4116 1.2304
-0.5202 -0.2351 -0.7224
-0.1542 0.5657 0.4241
-0.2158 1.3161 -0.2642
0.4112 0.7417 0.0886
2.6457 -0.2048 0.1837
0.8873 -0.2237 -0.5287
3.1690 2.7718 0.3715
2.4121 1.9487 3.6192
-3.6691 -2.2612 -0.3861
-0.3520 0.1318 -0.1738
0.3798 -0.3385 -0.2223
-0.1051 0.1329 0.3981
7.6828 6.6383 -0.2772
1.0541 0.6469 1.2467
-8.5656 -6.8669 0.3941
0.1874 0.1195 -1.1442
-0.7865 -0.4154 -0.4898
0.5038 0.2613 0.8980
1.5488 -1.7274 0.9665
0.7676 0.0942 1.3493
-2.6372 0.9097 -2.4260
2.2918 -0.6691 0.5640
1.2949 -0.2700 0.1652
-2.9531 0.8035 -1.0738


A cluster of 8 separate species, C5H24NO9 in total at a distorted geometry. Source: OMol25; level of theory: wB97M-V/def2-TZVPD.

Its net charge is -1. As for the relative energy (zero: lowest compared OMol25 entry of this formula, charge and spin): 2.940 eV. The lowest unoccupied orbital energy is 2.72 eV. The calculation puts the maximum force at 3.197 eV/A.

Last column: Mulliken charge in e.
CARTESIAN COORDINATES (ANGSTROEM)
O 0.86396 1.67188 1.29049  -0.851
C -0.34830 1.49083 0.97313  0.781
N -0.90771 0.36283 1.40676  -0.269
C -2.22093 -0.01783 1.03912  -0.932
C -2.27336 -1.00233 -0.27109  -0.438
C -1.18193 -2.09234 -0.24660  -0.400
O -0.00735 -2.08463 0.60838  -0.502
C -1.16973 2.45017 0.16348  -1.392
H 0.69035 0.21856 2.75903  0.337
H -2.87245 0.74548 0.59216  0.185
H -2.65960 -0.71334 1.76713  0.396
H -3.32885 -1.27655 -0.24327  0.479
H -2.19167 -0.42287 -1.20839  0.069
H -1.70146 -2.98196 0.12405  0.176
H -0.67148 -2.23511 -1.19910  0.355
H -1.43972 2.14280 -0.85152  0.210
H -0.59203 3.34012 -0.08265  0.407
H -2.10753 2.60674 0.72138  0.460
H -0.35429 -0.14437 3.59649  0.367
H 0.93912 -2.04792 4.42763  0.364
O 0.60887 -0.12516 3.68564  -0.802
H 1.18810 1.49244 -0.98815  0.237
H 1.84360 2.59214 -1.99269  0.245
O 1.07807 2.31070 -1.49425  -0.471
H -0.16284 -1.62304 1.44035  0.288
H -0.49995 -1.99860 4.17149  0.291
O 0.12893 -2.51373 4.67201  -0.645
H 1.92722 -0.98328 -3.08669  0.308
H 2.42453 -1.76320 -4.30509  0.288
O 1.71749 -1.19422 -3.99828  -0.621
H 2.87376 -3.25326 -1.51183  0.249
H 1.50817 -3.04527 -0.77355  0.297
O 2.15511 -2.62972 -1.35743  -0.522
H 2.53871 1.55961 0.97293  0.522
H 3.31459 1.95244 -0.29080  0.254
O 3.43783 1.53292 0.56415  -0.699
H -1.25595 1.85411 -3.73261  0.311
H -0.33684 3.10029 -3.35734  0.315
O -0.95441 2.72466 -3.98447  -0.648

Cartesian forces, eV/Å:
-0.2711 0.9024 -0.3481
-0.1026 -2.5259 0.7568
-0.3032 0.8366 0.1567
0.2297 -1.5261 -2.8002
1.3634 1.9391 0.6769
-0.1556 -1.2608 0.9802
-0.2592 0.3005 -0.2801
-0.1276 0.8338 -0.4125
0.8254 0.1284 0.4263
-0.4030 0.3001 1.2153
-0.3008 0.8503 0.3943
0.2034 -1.0849 -0.1382
0.2648 0.1351 0.4523
-0.1004 -0.4449 -0.7848
-0.8143 -0.1617 -0.3515
-0.0628 -0.7142 0.2581
-0.2090 0.2765 0.7401
0.3708 0.4931 -0.3098
-0.1239 0.0905 0.5126
-0.0607 0.1134 0.0718
-0.2813 0.4389 -1.0135
0.6000 0.3180 -0.0503
0.4121 -0.6347 0.1615
-0.7680 0.4379 -0.5418
-0.0774 0.5538 -0.1387
-0.2758 -0.0096 -0.0808
0.1980 -0.6830 0.2813
0.0347 -0.2635 0.3469
0.0876 -0.0865 0.1379
-0.2044 0.3038 -0.5060
-0.2931 -0.0130 0.2289
0.1170 0.1972 0.2593
0.2421 -0.0055 -0.3558
0.2434 0.0362 -0.2673
-0.0266 0.0575 0.1477
0.0267 -0.0615 0.1076
0.4173 -0.1077 0.5715
0.0259 -0.6641 0.5712
-0.4418 0.7045 -1.0757


- Number 1 is which compound?
  C5H24N2O6